A cluster of 7 separate species, C26H37F2N7O6 in total. Source: the OMol25 dataset; level of theory: ωB97M-V with the def2-TZVPD basis set.

## Properties
Max |F|: 0.14186 hartree/bohr
Calculated total energy: -55700.36366 eV
M: 581.62 g mol⁻¹
Orbital gap: 8.1 eV
Total charge: 0
LUMO: -0.663 eV

Element x y z (Å)
1 C 4.3024 -0.4822 1.9584
2 C 1.9780 -0.8329 -0.7295
3 C 7.3872 1.8041 -1.1139
4 N -4.1829 0.0368 5.4632
5 C -0.7146 1.4069 1.9783
6 H -3.7396 -0.9071 2.1348
7 C 0.5108 -1.2436 -5.2236
8 C -5.1390 -0.6404 5.7052
9 N -1.9835 -0.2614 -4.8850
10 H 3.8677 -1.5214 1.7314
11 C -2.6053 -1.0236 1.9883
12 H 5.1335 0.4429 -0.5234
13 H 2.5397 0.9186 1.3216
14 H -6.5929 -4.4148 0.6691
15 C -5.2859 -3.6401 2.1734
16 H -6.3232 -3.7610 -3.2576
17 C -4.0614 1.4951 -3.3611
18 C -4.7350 -2.5071 -2.5645
19 H -1.0711 -0.7099 0.3785
20 H 1.0386 2.7206 2.4440
21 C -6.3404 -1.4935 6.0095
22 C 2.4979 2.4598 -1.1037
23 N 3.3582 -0.5460 -1.1391
24 O 0.5133 2.8593 0.3051
25 H -6.8301 -2.1282 -2.7677
26 O 1.7312 -1.6046 0.2641
27 N -3.6812 -2.3527 -1.9999
28 F 0.7801 -0.3605 -1.4181
29 H -6.0791 -2.5495 5.9164
30 H -6.6854 -1.2999 7.0272
31 C 1.8670 3.3313 0.0997
32 H -2.8036 -0.2551 -0.1670
33 H -4.7614 2.0469 -3.9922
34 H -1.2037 1.5749 3.0286
35 H -0.0230 0.4929 2.0899
36 H -3.8627 0.5234 -3.8153
37 H 1.0532 -1.2166 -4.2768
38 H 7.9809 3.3939 -2.4153
39 C -6.1511 -3.4588 0.9577
40 H 8.3235 2.1158 3.6340
41 H 4.0473 -0.2709 3.0794
42 H 2.5556 3.2622 1.0166
43 H -3.1261 2.0541 -3.2936
44 C 0.1531 2.7771 1.7133
45 H -0.5833 3.6441 1.9263
46 C 3.9813 0.6474 -0.4948
47 O -1.7970 1.2434 1.0308
48 H -2.4331 -2.1386 1.6808
49 H -1.9785 -0.8542 2.9370
50 H -5.9697 -2.3684 -4.3054
51 H -6.9513 -2.7476 1.1719
52 O 1.7415 2.3136 -2.1372
53 C -2.0437 -0.1536 0.7127
54 H 6.2340 -1.5513 2.4746
55 H -5.5501 -3.0793 0.1283
56 H 0.4576 -2.2763 -5.5741
57 C 3.6662 0.7330 1.1166
58 O 3.2731 0.1114 -3.5064
59 H 6.6618 3.8075 -1.2968
60 H 1.7865 4.4254 -0.3018
61 C 7.3822 1.5731 3.2260
62 N 7.6380 0.8336 -0.4587
63 C 3.6140 -0.6718 -2.5825
64 C 7.0721 3.0239 -1.9366
65 N -4.5932 -3.7880 3.1503
66 H 6.3400 2.7733 -2.7070
67 H -7.1465 -1.2629 5.3102
68 C -4.6464 1.3085 -1.9872
69 F 4.3060 -1.8900 -3.0049
70 O 3.8169 1.9094 -1.1879
71 H 4.2085 1.7074 1.4652
72 C -6.0497 -2.7040 -3.2695
73 C 5.9086 -0.6027 1.8793
74 H 6.3330 -0.7217 0.8148
75 H 1.0504 -0.6450 -5.9600
76 C -0.8779 -0.6948 -5.0350
77 N -5.1131 1.1605 -0.8913
78 C 6.6250 0.7000 2.5721

Atomic partial charges in e from the Löwdin method, atoms 1 to 8:
1 C -0.198
2 C -0.245
3 C -0.206
4 N 0.106
5 C -0.189
6 H 0.063
7 C -0.054
8 C -0.245



The ion C9H9O3 with charge -1. Source: the OMol25 dataset; level of theory: ωB97M-V with the def2-TZVPD basis set.

## Properties
Max |F|: 0.06939 hartree/bohr
Calculated total energy: -15619.82968 eV
M: 165.17 g mol⁻¹
Orbital gap: 7.6 eV
Total charge: -1
LUMO: 3.666 eV
ΔE to the lowest compared entry with this formula, charge and spin: 21.53 kcal/mol

Element x y z (Å)
1 H 2.2946 0.6401 2.2609
2 H -3.0743 1.3513 0.9144
3 H 2.7172 -1.6828 0.9302
4 C 2.3225 -0.9441 0.3558
5 H 0.3367 -0.8008 1.2456
6 C -1.0137 1.5116 -0.0074
7 C -2.5524 -0.4679 0.2215
8 H -2.4872 -2.0318 -1.3566
9 O -0.4358 2.6142 0.1686
10 C -0.7357 -0.8417 -1.3525
11 H -0.3355 -1.3127 -2.1973
12 C -1.9201 -1.1889 -0.8483
13 C 2.1399 0.3824 1.1129
14 O -3.5791 -0.9535 0.7509
15 H 2.9048 -0.9580 -0.5855
16 C 0.0779 0.1914 -0.6372
17 O 0.9608 0.9935 -1.5196
18 H 1.0296 1.7357 -0.9676
19 C -2.1544 0.8697 0.5151
20 C 0.9709 -0.3183 0.4808
21 H 2.5333 1.2105 0.5154

Atomic partial charges in e from the natural (NBO) method, atoms 1 to 8:
1 H 0.211
2 H 0.210
3 H 0.196
4 C -0.430
5 H 0.225
6 C 0.531
7 C 0.440
8 H 0.205



An isolated molecule of C2H7OPS2. Source: the OMol25 dataset; level of theory: ωB97M-V with the def2-TZVPD basis set.

## Properties
Max |F|: 0.06969 hartree/bohr
Calculated total energy: -35194.90775 eV
M: 142.19 g mol⁻¹
Orbital gap: 9.5 eV
Total charge: 0
LUMO: 0.454 eV
ΔE to the lowest compared entry with this formula, charge and spin: 14.29 kcal/mol

Element x y z (Å)
1 C 1.0772 0.6296 -1.5997
2 H -0.9542 -0.8367 1.6910
3 H -2.3749 -1.2340 0.5030
4 S -1.6071 1.6625 0.0807
5 H -0.9787 -2.3900 0.9863
6 H 2.0659 0.7920 -1.1860
7 P 0.0230 0.5892 -0.0913
8 C -1.2547 -1.3819 0.8610
9 H 1.1872 1.8172 1.9524
10 H 1.0149 -0.4182 -1.9422
11 S 1.5717 0.5886 1.4047
12 H 0.6865 1.1339 -2.4771
13 O -0.4567 -0.9521 -0.1829

Atomic partial charges in e from the natural (NBO) method, atoms 1 to 8:
1 C -0.998
2 H 0.184
3 H 0.199
4 S -0.546
5 H 0.190
6 H 0.256
7 P 1.401
8 C -0.249



A structure of composition C5H8N. Source: the OMol25 dataset; level of theory: ωB97M-V with the def2-TZVPD basis set.

## Properties
Max |F|: 0.07662 hartree/bohr
Calculated total energy: -6795.16090 eV
M: 82.13 g mol⁻¹
Orbital gap: 9.7 eV
Total charge: +1
LUMO: -5.440 eV
ΔE to the lowest compared entry with this formula, charge and spin: 67.51 kcal/mol

Element x y z (Å)
1 C -0.0234 1.7343 0.0968
2 H 0.5213 2.6675 0.0906
3 C 1.4466 -0.3711 -0.2245
4 H -2.2551 1.3966 -0.6756
5 C -1.2707 1.3257 -0.2008
6 H 1.2440 -0.0383 -1.2084
7 N -1.0177 -0.0157 0.1674
8 C -1.6111 -1.1426 0.0008
9 C 0.3434 0.3729 0.5420
10 H -2.6648 -1.1436 -0.2352
11 H 0.6352 0.2614 1.6046
12 H 1.1914 -1.4716 -0.2295
13 H -1.1751 -2.0167 0.4988
14 H 2.4682 -0.0428 0.0362

Atomic partial charges in e from the natural (NBO) method, atoms 1 to 8:
1 C -0.083
2 H 0.270
3 C -0.617
4 H 0.253
5 C -0.035
6 H 0.216
7 N -0.224
8 C 0.074



An isolated molecule of C11H13N5O4. Source: the OMol25 dataset; level of theory: ωB97M-V with the def2-TZVPD basis set.

## Properties
Max |F|: 0.06749 hartree/bohr
Calculated total energy: -27249.80475 eV
M: 279.26 g mol⁻¹
Orbital gap: 7.2 eV
Total charge: 0
LUMO: -0.868 eV
ΔE to the lowest compared entry with this formula, charge and spin: 3.91 kcal/mol

Element x y z (Å)
1 O -1.0904 2.8464 -0.9985
2 N 0.1307 3.0348 -0.6519
3 H -1.9355 -1.8456 -0.7142
4 H -2.0505 -0.8361 -2.1800
5 H -1.6171 1.2602 -0.5737
6 H -0.1057 -2.0135 -3.1534
7 C -0.3729 -0.3771 -0.9230
8 C 1.6377 0.5605 2.4424
9 O -1.6039 -0.2157 3.2637
10 C -0.6440 -2.4758 -2.3164
11 O 0.5267 -0.1729 4.1410
12 C 2.5348 1.4248 1.7649
13 H 0.0936 0.2626 -1.6849
14 H -2.1866 -4.0331 -2.1103
15 C -1.5581 -3.5705 -2.8806
16 C -0.3430 1.2788 0.9538
17 N -1.1443 0.5283 -0.0003
18 C 0.7007 2.1183 0.2734
19 H -0.9410 -4.3606 -3.3231
20 C 3.8365 1.5678 2.3544
21 N 4.8941 1.6943 2.8327
22 N -0.4139 -0.0107 3.0764
23 N 1.8311 0.1452 3.7277
24 O 0.7771 4.0153 -1.0763
25 C 2.0255 2.2118 0.7010
26 H -1.0614 1.9396 1.4925
27 H -1.8696 0.0070 0.4960
28 H 0.1056 -2.9511 -1.6708
29 H 0.4133 -0.8384 -0.3148
30 C 0.3068 0.4183 1.9845
31 H -2.2175 -3.1919 -3.6709
32 H 2.6908 2.9623 0.2648
33 C -1.3499 -1.3831 -1.5262

Atomic partial charges in e from the natural (NBO) method, atoms 1 to 8:
1 O -0.541
2 N 0.493
3 H 0.200
4 H 0.213
5 H 0.478
6 H 0.206
7 C -0.218
8 C 0.224



A cluster of 2 separate species, C3H6NO2 in total. Source: the OMol25 dataset; level of theory: ωB97M-V with the def2-TZVPD basis set.

## Properties
Max |F|: 0.03931 hartree/bohr
Calculated total energy: -8793.43470 eV
M: 88.09 g mol⁻¹
Orbital gap: 8.1 eV
Total charge: -1
LUMO: 3.957 eV
ΔE to the lowest compared entry with this formula, charge and spin: 41.10 kcal/mol

Element x y z (Å)
1 O 2.7102 1.6130 0.5100
2 H -0.4052 -0.0240 -0.8293
3 H -1.0740 -2.0851 -0.6244
4 C -1.4370 0.4000 -0.7724
5 H -2.4495 -2.2214 -1.6923
6 H -2.7373 -2.4618 0.0788
7 H 2.8922 -0.0459 1.6652
8 O 1.0822 0.0530 0.6395
9 C -2.1252 -1.8372 -0.6900
10 H -1.6716 1.5131 -0.9744
11 N -2.3975 -0.3824 -0.4978
12 C 2.2102 0.5496 0.9065

Atomic partial charges in e from the natural (NBO) method, atoms 1 to 8:
1 O -0.774
2 H 0.216
3 H 0.194
4 C -0.042
5 H 0.183
6 H 0.180
7 H -0.031
8 O -0.819